[1]
# C21H63O22P

A 10-piece molecular cluster, C21H63O22P overall in a non-equilibrium geometry (the ωB97M-V functional and the def2-TZVPD basis, the OMol25 dataset).

Geometry as XYZ:
```
107
Properties=species:S:1:pos:R:3
C 22.200 -25.049 11.858
O 23.215 -25.483 12.766
P 23.683 -27.108 12.976
O 24.397 -27.416 14.246
O 22.466 -28.142 12.557
C 22.816 -29.522 12.564
O 24.592 -27.247 11.589
C 26.039 -27.438 11.836
H 21.440 -24.567 12.473
H 21.629 -25.777 11.281
H 22.636 -24.283 11.217
H 23.198 -29.724 11.563
H 21.952 -30.165 12.730
H 23.418 -29.797 13.430
H 26.420 -27.917 10.934
H 26.172 -28.040 12.734
H 26.442 -26.450 12.061
O 34.545 -32.259 8.573
C 35.972 -32.304 8.367
C 36.668 -30.962 8.611
O 36.366 -30.524 9.957
H 34.430 -31.701 9.346
H 36.392 -33.096 8.988
H 36.256 -32.494 7.332
H 36.238 -30.201 7.960
H 37.753 -31.071 8.599
H 35.464 -30.250 9.777
O 33.364 -31.438 15.093
C 34.444 -31.821 15.887
C 34.932 -33.175 15.413
O 34.245 -34.305 15.800
H 32.762 -32.185 15.059
H 35.035 -30.907 15.854
H 33.981 -31.927 16.868
H 35.931 -33.386 15.797
H 34.911 -33.194 14.324
H 33.829 -33.963 16.594
O 27.007 -33.610 10.827
C 27.156 -33.865 9.488
C 26.380 -35.156 9.187
O 25.074 -35.216 9.865
H 26.070 -33.655 11.033
H 26.638 -32.973 9.137
H 28.150 -33.898 9.043
H 26.954 -36.071 9.332
H 26.103 -35.064 8.136
H 24.640 -36.056 9.695
O 17.694 -41.714 13.387
C 18.040 -40.315 13.502
C 19.403 -40.170 12.868
O 20.328 -40.289 13.850
H 17.544 -42.004 12.484
H 17.354 -39.811 12.821
H 17.806 -39.921 14.491
H 19.695 -39.210 12.441
H 19.533 -40.830 12.010
H 20.398 -41.185 14.187
O 30.856 -39.321 14.145
C 30.771 -40.122 12.969
C 31.383 -41.481 13.060
O 30.806 -42.105 14.159
H 31.656 -38.798 14.234
H 29.706 -40.209 12.753
H 31.140 -39.464 12.183
H 32.463 -41.601 12.977
H 31.089 -41.866 12.084
H 30.976 -41.581 14.946
O 29.670 -34.575 3.460
C 29.714 -35.995 3.580
C 28.816 -36.507 2.427
O 27.466 -36.088 2.658
H 30.430 -34.325 3.991
H 30.766 -36.244 3.439
H 29.264 -36.255 4.538
H 28.963 -37.580 2.304
H 29.202 -36.068 1.507
H 27.505 -35.138 2.524
O 20.647 -36.009 6.139
C 20.749 -36.509 4.833
C 21.153 -38.011 4.871
O 22.519 -38.282 5.264
H 21.500 -36.099 6.570
H 19.847 -36.460 4.223
H 21.398 -35.803 4.314
H 21.164 -38.479 3.887
H 20.522 -38.605 5.532
H 23.170 -37.835 4.718
O 24.563 -43.046 9.344
C 25.512 -44.132 9.199
C 25.961 -44.467 7.786
O 26.030 -43.335 7.027
H 24.551 -42.770 10.264
H 26.336 -43.684 9.755
H 25.217 -45.029 9.744
H 25.292 -45.178 7.301
H 26.900 -45.021 7.776
H 25.403 -42.672 7.327
O 27.955 -31.721 19.570
C 26.844 -31.569 18.722
C 26.301 -32.980 18.532
O 27.066 -34.053 17.971
H 28.401 -30.873 19.621
H 26.136 -30.836 19.110
H 27.324 -31.263 17.792
H 25.414 -32.815 17.921
H 25.975 -33.234 19.540
H 27.453 -33.744 17.148
```

Calculated values
Highest occupied orbital energy (eV): -9.8299
Charge: 0
Max |F| (eV Å⁻¹): 3.91
Structure (SMILES): COP(=O)(OC)OC.OCCO.OCCO.OCCO.OCCO.OCCO.OCCO.OCCO.OCCO.OCCO
Energy above the lowest of the compared OMol25 structures with the same formula, charge and spin (kJ/mol): 645.4

Results of the Löwdin charge analysis, in e, for atoms 1 through 5:
1. C -0.123
2. O -0.239
3. P 0.567
4. O -0.254
5. O -0.250

[2]
# C24H61N4O9

A 5-piece molecular cluster, C24H61N4O9 overall in a non-equilibrium geometry (the ωB97M-V functional and the def2-TZVPD basis, the OMol25 dataset).

Geometry as XYZ:
```
98
Properties=species:S:1:pos:R:3
O -0.875 -0.415 0.748
H -0.389 0.365 0.691
C 0.032 -5.184 1.674
O -0.391 -4.531 2.828
C -0.355 -3.028 2.641
C -1.374 -2.360 3.408
N -1.315 -0.923 3.423
C -2.496 -0.306 3.842
C -2.381 1.248 3.648
O -3.269 1.870 4.523
C -4.619 2.031 4.002
H 1.050 -5.134 1.393
H -0.461 -5.094 0.626
H -0.026 -6.169 1.931
H -0.453 -2.743 1.392
H 0.669 -2.767 3.002
H -1.326 -2.587 4.504
H -2.322 -2.858 2.992
H -1.183 -0.575 2.478
H -2.556 -0.261 4.995
H -3.391 -0.721 3.571
H -2.596 1.695 2.641
H -1.426 1.820 4.052
H -5.428 2.283 4.593
H -5.261 1.107 3.719
H -4.732 2.507 2.948
C 2.364 0.609 1.958
O 3.337 1.503 1.421
C 3.732 0.997 0.166
C 4.713 2.082 -0.297
N 5.196 1.577 -1.628
C 6.400 2.200 -1.925
C 6.458 3.720 -2.073
O 7.725 4.241 -2.623
C 7.649 5.585 -2.934
H 2.623 -0.420 2.095
H 1.358 0.683 1.365
H 1.972 0.968 2.917
H 2.926 1.149 -0.448
H 4.038 -0.032 -0.007
H 5.625 2.128 0.206
H 4.337 3.040 -0.173
H 4.471 1.968 -2.247
H 6.495 1.875 -2.917
H 7.189 2.002 -1.268
H 6.533 4.186 -1.101
H 5.610 4.041 -2.711
H 8.595 5.854 -3.450
H 7.844 5.931 -1.957
H 6.866 5.730 -3.681
C 3.571 -3.228 0.474
O 2.592 -3.440 -0.473
C 1.847 -2.340 -0.701
C 0.587 -2.636 -1.551
N -0.344 -1.476 -1.913
C 0.092 -0.418 -2.800
C -0.919 0.664 -2.847
O -0.489 1.591 -3.804
C -1.502 2.486 -4.251
H 3.166 -3.262 1.531
H 4.155 -2.363 0.163
H 4.303 -4.111 0.542
H 2.286 -1.527 -1.141
H 1.412 -2.127 0.133
H -0.227 -3.250 -1.095
H 0.693 -3.117 -2.654
H -0.603 -0.883 -1.003
H 0.251 -0.935 -3.849
H 1.048 0.187 -2.548
H -0.863 1.266 -2.074
H -1.946 0.320 -3.062
H -1.127 3.273 -5.039
H -1.837 3.280 -3.687
H -2.209 1.979 -4.847
C -4.269 4.279 -1.321
O -4.369 3.208 -0.439
C -3.749 1.942 -0.858
C -4.290 0.791 -0.128
N -3.571 -0.510 -0.473
C -4.126 -1.594 0.159
C -3.292 -2.884 0.124
O -4.110 -3.947 0.574
C -3.473 -5.290 0.280
H -3.270 4.625 -1.246
H -4.888 4.984 -0.938
H -4.533 3.948 -2.174
H -2.721 1.941 -0.722
H -3.821 1.938 -2.110
H -5.361 0.636 -0.551
H -4.027 1.015 0.937
H -2.349 -0.615 -0.300
H -4.946 -1.772 -0.399
H -4.187 -1.162 1.146
H -2.394 -2.741 0.448
H -3.025 -3.034 -0.989
H -2.514 -5.187 0.641
H -3.443 -5.500 -0.820
H -4.386 -5.882 0.706
```

Calculated values
Highest occupied orbital energy (eV): -4.6582
Charge: -1
Max |F| (eV Å⁻¹): 7.49
Energy above the lowest of the compared OMol25 structures with the same formula, charge and spin (kJ/mol): 1021.6

Results of the Löwdin charge analysis, in e, for atoms 1 through 5:
1. O -0.364
2. H -0.113
3. C -0.177
4. O -0.172
5. C -0.188

[3]
# C27H104N30O31

A 25-piece molecular cluster, C27H104N30O31 overall in a non-equilibrium geometry (the ωB97M-V functional and the def2-TZVPD basis, the OMol25 dataset).

Geometry as XYZ:
```
192
Properties=species:S:1:pos:R:3
C -7.434 0.890 -0.393
O -7.223 1.342 -1.515
N -6.741 1.256 0.653
N -8.262 -0.056 -0.019
H -6.039 1.976 0.557
H -6.989 0.881 1.557
H -8.511 -0.113 0.958
H -8.898 -0.263 -0.776
C -0.647 -5.419 -2.058
O -1.012 -5.335 -0.910
N 0.525 -5.974 -2.323
N -1.304 -4.994 -3.071
H 1.104 -6.403 -1.616
H 0.734 -6.031 -3.310
H -1.025 -5.283 -3.997
H -2.116 -4.407 -2.942
C -1.310 3.748 5.696
O -1.030 4.783 5.135
N -1.829 2.669 5.145
N -1.193 3.469 6.932
H -2.106 2.686 4.174
H -2.172 1.990 5.811
H -1.177 4.349 7.427
H -1.467 2.565 7.288
C 6.085 -1.809 -2.842
O 6.315 -2.996 -3.155
N 4.887 -1.246 -2.773
N 6.965 -0.919 -2.751
H 4.099 -1.704 -3.209
H 4.876 -0.242 -2.669
H 6.769 0.029 -2.464
H 7.882 -1.341 -2.695
C -0.314 -7.459 2.935
O -0.424 -8.580 3.336
N -0.188 -7.151 1.674
N -0.412 -6.328 3.664
H -0.151 -6.157 1.498
H -0.432 -7.863 1.000
H -0.542 -5.391 3.309
H -0.321 -6.384 4.669
C -4.288 -1.074 -2.609
O -3.497 -1.899 -3.032
N -5.534 -1.036 -2.945
N -4.013 -0.085 -1.796
H -6.171 -0.386 -2.508
H -5.925 -1.679 -3.618
H -4.822 0.413 -1.452
H -3.027 0.091 -1.671
C 1.316 2.236 -3.137
O 0.626 1.520 -3.838
N 2.585 2.179 -3.082
N 0.795 3.170 -2.340
H 3.089 2.862 -2.536
H 3.098 1.597 -3.728
H -0.206 3.304 -2.355
H 1.399 3.814 -1.850
C -4.570 -4.518 -5.119
O -5.260 -5.195 -5.923
N -3.785 -3.617 -5.496
N -4.748 -4.347 -3.871
H -3.729 -2.926 -4.762
H -3.720 -3.397 -6.479
H -4.026 -4.125 -3.201
H -5.624 -4.722 -3.536
C -1.510 6.594 1.127
O -1.683 7.764 0.870
N -1.633 6.041 2.284
N -1.183 5.739 0.227
H -1.297 5.101 2.441
H -1.789 6.624 3.095
H -1.089 4.797 0.580
H -1.231 5.949 -0.760
C 1.856 -3.183 -4.530
O 2.747 -2.589 -3.951
N 0.595 -2.867 -4.267
N 2.052 -4.083 -5.497
H 0.424 -2.133 -3.594
H -0.109 -3.433 -4.718
H 1.327 -4.617 -5.956
H 2.987 -4.151 -5.873
C 1.310 0.753 4.580
O 1.199 0.517 5.787
N 0.807 0.036 3.667
N 2.008 1.726 4.121
H 0.899 0.481 2.765
H 0.560 -0.923 3.864
H 2.382 1.686 3.184
H 2.338 2.356 4.838
C 5.282 3.796 3.752
O 4.787 4.711 4.462
N 6.005 3.954 2.654
N 5.330 2.539 3.985
H 6.321 3.130 2.163
H 6.401 4.842 2.382
H 5.855 1.984 3.325
H 4.781 2.211 4.766
C 5.848 2.434 -1.704
O 6.654 1.474 -1.792
N 5.954 3.578 -2.273
N 4.824 2.331 -0.934
H 6.825 3.623 -2.782
H 5.544 4.484 -2.094
H 4.223 3.138 -0.848
H 4.619 1.677 -0.192
C -3.698 -4.755 0.951
O -4.740 -4.577 1.570
N -3.231 -3.940 0.052
N -2.968 -5.806 1.059
H -3.929 -3.236 -0.142
H -2.362 -4.124 -0.429
H -2.076 -5.848 0.588
H -3.259 -6.625 1.574
C 0.906 -3.488 1.691
O -0.059 -3.753 2.400
N 2.041 -3.127 2.103
N 0.928 -3.699 0.433
H 2.128 -3.250 3.102
H 2.554 -2.458 1.546
H 0.152 -4.275 0.139
H 1.803 -3.558 -0.050
O -1.061 2.719 1.866
H -0.187 2.496 1.547
H -1.403 1.900 2.225
O 0.749 2.618 -6.453
H 1.031 2.003 -7.130
H 0.751 2.104 -5.646
O -2.894 0.920 2.745
H -2.723 -0.017 2.835
H -3.826 0.976 2.533
O 4.171 -2.030 3.913
H 3.650 -2.593 4.486
H 4.981 -2.519 3.770
C -3.776 -2.138 4.802
C -2.213 -2.051 4.426
O -2.093 -1.838 3.048
O -4.310 -3.362 4.156
H -4.193 -1.190 4.464
H -3.972 -2.224 5.871
H -1.852 -3.073 4.545
H -1.592 -1.361 4.997
H -1.374 -2.309 2.621
H -3.974 -3.299 3.259
C -0.392 -0.750 -0.828
C 1.022 -0.132 -0.482
O 1.082 0.099 0.952
O -1.382 0.201 -0.811
H -0.575 -1.507 -0.065
H -0.483 -1.222 -1.806
H 1.270 0.829 -0.932
H 1.877 -0.783 -0.665
H 2.031 0.228 1.020
H -1.358 0.619 0.052
C -2.016 0.179 -4.905
C -1.054 -0.496 -5.871
O -1.329 0.029 -7.149
O -1.858 1.570 -4.993
H -1.773 -0.094 -3.878
H -3.076 0.059 -5.128
H -1.367 -1.536 -5.791
H -0.017 -0.294 -5.603
H -0.593 0.532 -7.505
H -0.951 1.829 -4.810
C -4.634 4.388 2.064
C -4.479 4.296 0.549
O -4.360 2.880 0.186
O -4.783 5.793 2.251
H -3.693 4.078 2.518
H -5.500 3.859 2.460
H -3.690 4.864 0.056
H -5.410 4.627 0.089
H -3.440 2.614 0.235
H -3.877 6.097 2.341
C 3.815 6.225 0.619
C 3.128 4.912 0.415
O 3.091 4.523 -0.949
O 2.884 7.384 0.648
H 4.543 6.415 -0.169
H 4.401 6.379 1.525
H 2.139 4.856 0.871
H 3.757 4.148 0.872
H 2.747 5.261 -1.458
H 3.312 8.135 1.065
C 4.472 -0.647 0.710
C 5.965 -0.545 1.155
O 6.257 0.757 1.459
O 3.556 -0.051 1.673
H 4.254 -1.694 0.500
H 4.467 -0.146 -0.258
H 6.669 -0.936 0.421
H 6.156 -1.006 2.124
H 7.026 1.122 1.015
H 3.929 -0.214 2.542
```

Calculated values
Highest occupied orbital energy (eV): -9.2569
Charge: 0
Max |F| (eV Å⁻¹): 8.06

Results of the Löwdin charge analysis, in e, for atoms 1 through 5:
1. C -0.762
2. O 0.022
3. N 0.169
4. N 0.165
5. H 0.070

[4]
# C16H23CoF3N5O2S2SbSe4

C16H23CoF3N5O2S2SbSe4 as an isolated structure (the ωB97M-V functional and the def2-TZVPD basis, the OMol25 dataset).

Geometry as XYZ:
```
57
Properties=species:S:1:pos:R:3
Co -0.430 -0.205 -0.579
C -1.886 -1.406 1.310
C -2.457 0.030 1.167
N -1.376 0.931 0.673
C -1.645 2.204 -0.056
C -0.630 2.398 -1.188
C -0.497 3.503 -2.008
C 0.311 3.375 -3.137
C 0.907 2.167 -3.480
C 0.735 1.093 -2.621
C 1.044 -0.375 -2.904
N 0.791 -1.198 -1.687
C 0.154 -2.544 -1.761
C -0.417 -2.879 -0.362
N -1.343 -1.776 -0.012
N 0.064 1.304 -1.491
H -2.682 -2.076 1.646
H -1.077 -1.449 2.045
H -2.866 0.369 2.122
H -3.250 0.035 0.419
H -0.747 1.129 1.445
H -1.647 3.057 0.625
H -2.630 2.128 -0.520
H -1.024 4.425 -1.808
H 0.434 4.227 -3.793
H 1.452 2.062 -4.407
H 2.062 -0.515 -3.272
H 0.328 -0.674 -3.673
H 1.686 -1.331 -1.204
H 0.875 -3.311 -2.045
H -0.641 -2.499 -2.509
H 0.390 -2.926 0.373
H -0.915 -3.851 -0.385
H -2.110 -1.766 -0.683
S 3.266 1.221 0.183
C 1.956 0.480 2.989
N 3.068 0.789 3.581
C 3.095 0.770 5.040
C 1.709 0.305 5.517
S 0.630 0.231 4.047
H 3.926 0.838 3.030
H 3.356 1.756 5.424
H 3.863 0.052 5.327
H 1.270 0.996 6.231
H 1.744 -0.698 5.936
F -4.422 1.370 -2.837
C -4.067 0.180 -3.370
F -4.352 0.222 -4.667
F -4.862 -0.753 -2.806
C -2.571 -0.133 -3.072
O -1.837 -0.408 -4.008
O -2.314 -0.055 -1.836
Se 3.393 -3.215 -0.358
Sb 3.398 -2.615 1.951
Se 5.322 -1.645 2.932
Se 1.562 -3.271 3.330
Se 1.903 -0.072 1.194
```

Calculated values
Highest occupied orbital energy (alpha / beta) (eV): -7.5385 / -7.5724
Charge: 0
Max |F| (eV Å⁻¹): 0.66
2S+1: 2
Energy above the lowest of the compared OMol25 structures with the same formula, charge and spin (kJ/mol): 0.0

Results of the natural (NBO) charge analysis, in e, for atoms 1 through 5:
1. Co 0.994
2. C -0.228
3. C -0.230
4. N -0.626
5. C -0.255

[5]
# C5H15N2O

C5H15N2O as an isolated structure in a non-equilibrium geometry (the ωB97M-V functional and the def2-TZVPD basis, the OMol25 dataset).

Geometry as XYZ:
```
23
Properties=species:S:1:pos:R:3
C -1.679 -1.228 -1.395
C -2.269 -0.427 -0.312
C -1.313 0.233 0.659
C 0.115 -0.165 0.750
C 1.006 1.085 0.843
N 2.097 0.896 1.727
N -0.095 0.844 -1.730
H -2.315 -1.715 -2.143
H -1.134 -2.067 -0.912
H -0.884 -0.465 -1.778
H -3.256 -0.547 -0.091
H -1.694 0.864 1.525
H -1.740 0.799 -0.404
H 0.563 -0.761 -0.043
H 0.389 1.965 1.142
H 2.808 1.649 1.525
H 2.479 -0.071 1.683
H 0.429 0.528 -2.537
H -0.744 1.667 -1.841
H 0.274 -0.865 1.583
H 1.396 1.228 -0.134
H 3.162 -1.999 0.921
O 2.406 -1.450 0.962
```

Calculated values
Highest occupied orbital energy (eV): -12.1644
Charge: +1
Max |F| (eV Å⁻¹): 5.34
Energy above the lowest of the compared OMol25 structures with the same formula, charge and spin (kJ/mol): 1195.0

Results of the Löwdin charge analysis, in e, for atoms 1 through 5:
1. C -0.045
2. C -0.034
3. C -0.032
4. C -0.221
5. C -0.255

[6]
# C4H6N2O2

A 2-piece molecular cluster, C4H6N2O2 overall in a non-equilibrium geometry (the ωB97M-V functional and the def2-TZVPD basis, the OMol25 dataset).

Geometry as XYZ:
```
14
Properties=species:S:1:pos:R:3
C 0.083 0.193 2.093
C -1.447 -0.070 -0.752
C 0.095 -0.648 -2.117
C 0.694 -0.003 -1.075
H 0.450 1.021 2.856
H -1.154 -0.043 2.331
H 0.582 -1.023 2.028
H -2.364 -0.223 -0.105
H 0.402 -1.075 -3.258
H 1.877 1.061 0.273
N -0.218 0.106 -0.159
N -1.263 -0.683 -1.930
O 0.177 1.037 0.723
O 2.085 0.349 -0.908
```

Calculated values
Highest occupied orbital energy (eV): -8.2345
Charge: 0
Max |F| (eV Å⁻¹): 7.70
Energy above the lowest of the compared OMol25 structures with the same formula, charge and spin (kJ/mol): 796.9

Results of the natural (NBO) charge analysis, in e, for atoms 1 through 5:
1. C -0.335
2. C 0.066
3. C -0.161
4. C 0.382
5. H 0.228